{
  "formula": "C7H7NO5",
  "method": "the ωB97M-V functional and the def2-TZVPD basis",
  "smiles": "C[C@H]1C(=O)N(C)C1(C(=O)[O-])C(=O)[O-]",
  "charge": -2,
  "homo_energy_ev": -0.6,
  "relative_energy_kj_mol": 0.00,
  "lumo_ha": 0.231,
  "multiplicity": 1,
  "elements": ["C", "C", "C", "O", "N", "C", "C", "C", "O", "O", "C", "O", "O", "H", "H", "H", "H", "H", "H", "H"],
  "xyz": [[1.15, -1.86, 0.88], [1.02, -0.36, 0.69], [1.35, 0.16, -0.70], [2.36, 0.19, -1.41], [0.12, 0.60, -0.90], [-0.55, 1.30, -1.95], [-0.40, 0.19, 0.42], [-0.76, 1.47, 1.28], [-1.53, 2.29, 0.74], [-0.20, 1.58, 2.38], [-1.55, -0.89, 0.33], [-1.83, -1.48, 1.39], [-2.05, -1.07, -0.79], [0.76, -2.38, 0.00], [0.57, -2.18, 1.74], [2.20, -2.15, 1.01], [1.52, 0.18, 1.50], [-1.30, 0.64, -2.39], [-1.05, 2.16, -1.52], [0.19, 1.60, -2.70]]
}